{
  "formula": "C14H20Cl2N2O2PRhSe",
  "method": "ωB97M-V/def2-TZVPD",
  "s2": 6.0527,
  "spin_multiplicity": 5,
  "e_tot_ev": -124587.2501,
  "lumo_ev": [-8.18, -10.18],
  "e_above_lowest_kj_mol": 44.0,
  "charge": 2,
  "e_homo_ev": [-14.3, -14.9],
  "species": ["C", "C", "H", "H", "H", "O", "Cl", "Rh", "P", "C", "C", "H", "H", "H", "C", "H", "H", "H", "H", "H", "H", "C", "O", "Cl", "C", "N", "C", "Se", "N", "C", "C", "C", "C", "C", "C", "H", "H", "H", "H", "H", "H", "H", "H"],
  "xyz": [[1.113265, 4.842157, 0.176383], [0.829046, 3.404978, -0.161081], [1.307538, 5.406537, -0.766608], [1.985798, 4.946519, 0.848140], [0.258099, 5.315286, 0.700675], [0.976544, 2.738416, -1.197826], [-0.257524, 2.295906, 2.571240], [0.378782, 1.416527, 0.484171], [-1.953641, 0.884616, -0.144624], [-2.374451, 0.222477, -1.813198], [-3.010428, -0.170290, 0.898776], [-2.653024, 2.947631, 0.901299], [-3.820490, 2.409529, -0.369343], [-2.280139, 3.218533, -0.821117], [-2.761220, 2.540253, -0.109946], [-2.789195, 0.032853, 1.945558], [-4.066479, 0.024999, 0.685321], [-3.431094, 0.413669, -2.014292], [-2.188656, -0.859380, -1.807387], [-2.780391, -1.219901, 0.697757], [-1.758974, 0.686861, -2.585462], [0.534691, 0.447649, -1.450618], [0.739292, 0.401641, -2.615902], [-0.148605, -0.623715, 2.178750], [3.672743, -2.313099, -1.564364], [2.919559, -2.626991, -0.358472], [2.391531, -1.730054, 0.528908], [2.640695, 0.111989, 0.474593], [1.795115, -2.482814, 1.510373], [1.921299, -3.839638, 1.228320], [1.607477, -4.974376, 1.967617], [2.034766, -6.203526, 1.472224], [2.762995, -6.303050, 0.274017], [3.081788, -5.151950, -0.472247], [2.632372, -3.935483, 0.039777], [4.027112, -1.280532, -1.500556], [3.044934, -2.433515, -2.459276], [4.517006, -3.012857, -1.636091], [1.191733, -2.047365, 2.210728], [1.048179, -4.868017, 2.897263], [1.812438, -7.139586, 2.013679], [3.091901, -7.287976, -0.088511], [3.652770, -5.158930, -1.406086]],
  "forces_ev_per_a": [[-0.45, 0.42, -0.47], [1.26, -1.83, -2.47], [-0.10, -0.55, 0.58], [-0.36, -0.46, -0.22], [0.35, -0.53, -0.18], [-0.13, 3.74, 2.09], [0.48, 0.62, -1.46], [-1.30, -0.62, 2.91], [-2.25, -0.08, -0.33], [0.66, 0.06, 0.27], [0.39, 0.05, 0.27], [-0.14, -0.05, -0.19], [0.27, 0.07, 0.05], [-0.14, -0.08, 0.02], [0.44, -0.25, 0.18], [-0.15, -0.02, 0.00], [0.18, 0.09, -0.10], [0.09, -0.02, 0.09], [-0.08, 0.23, -0.08], [-0.01, 0.16, 0.05], [-0.29, -0.03, -0.05], [1.36, -0.24, -6.82], [-1.14, -0.16, 6.30], [-0.12, 0.30, -0.45], [0.14, -0.07, -0.32], [-0.11, 0.31, 0.12], [-0.30, -2.80, 0.39], [0.43, -0.21, 0.38], [0.65, -0.23, -1.17], [0.26, 0.88, 0.32], [-0.30, -0.58, 0.41], [-0.46, 0.04, 0.58], [0.53, 0.79, -1.16], [-0.17, -0.69, 0.04], [0.60, 0.64, -0.17], [0.10, -0.26, -0.09], [0.13, 0.06, 0.32], [-0.17, 0.42, 0.04], [-0.03, 0.11, 0.13], [0.20, -0.24, -0.21], [0.08, 0.76, -0.24], [-0.17, 0.59, 0.23], [-0.22, -0.34, 0.43]]
}

{
  "formula": "C14H20Cl3GeN7OS3V",
  "method": "ωB97M-V/def2-TZVPD",
  "s2": 0.7634,
  "spin_multiplicity": 2,
  "e_tot_ev": -179585.4771,
  "lumo_ev": [-8.52, -7.89],
  "charge": 2,
  "e_homo_ev": [-14.3, -14.3],
  "species": ["V", "N", "C", "N", "C", "C", "S", "C", "C", "S", "C", "N", "N", "H", "H", "H", "H", "H", "H", "Cl", "Ge", "Cl", "Cl", "C", "C", "C", "S", "O", "C", "C", "C", "H", "H", "H", "H", "H", "H", "H", "H", "H", "H", "H", "H", "H", "H", "N", "C", "N", "C", "N"],
  "xyz": [[1.408437, 0.871433, 0.303079], [3.976562, 2.895706, 1.337501], [4.263705, 1.847176, 0.563595], [3.418405, 0.849153, 0.305089], [3.992559, -0.106690, -0.522881], [5.243339, 0.163782, -0.925160], [5.772381, 1.665395, -0.243467], [3.181954, -1.311683, -0.564944], [3.361890, -2.464878, -1.234498], [2.397476, -3.699421, -0.502777], [1.801811, -2.556226, 0.646056], [2.194673, -1.311759, 0.428504], [1.019856, -2.939472, 1.680334], [3.156779, 2.883090, 1.923904], [4.677630, 3.591237, 1.534770], [5.913632, -0.447038, -1.506337], [4.050820, -2.686010, -2.032435], [0.961646, -3.923278, 1.892675], [1.017686, -2.331476, 2.486028], [1.091558, 1.283194, 2.375643], [-2.092024, 3.032345, 0.408638], [-1.795535, 3.290360, -1.742216], [-4.103744, 2.212070, 0.403334], [-3.808038, -1.629307, 2.927865], [-2.632022, -1.981051, 2.022705], [-2.182210, -0.740713, 1.248776], [-0.931468, -1.199892, 0.043689], [-0.195465, 0.169825, -0.302327], [-1.880325, -1.522016, -1.448988], [-2.624983, -0.339411, -2.050293], [-3.199541, -0.733511, -3.409130], [-4.115863, -2.498678, 3.505378], [-4.665507, -1.291799, 2.345235], [-3.541710, -0.837649, 3.629318], [-2.924021, -2.774700, 1.328953], [-1.797355, -2.363988, 2.612952], [-1.692059, -0.013448, 1.901352], [-3.006028, -0.251674, 0.732852], [-2.548454, -2.334266, -1.139617], [-1.151310, -1.946209, -2.143399], [-1.944727, 0.505010, -2.161971], [-3.430933, -0.020600, -1.388818], [-2.407510, -0.987239, -4.114692], [-3.767379, 0.094859, -3.828483], [-3.871503, -1.588475, -3.326640], [1.366674, 2.483959, -0.472768], [1.169779, 3.658286, -0.725124], [1.118919, 4.822858, -1.009055], [0.244383, 5.816581, -0.932181], [-0.492827, 6.696262, -0.860041]],
  "forces_ev_per_a": [[0.20, -0.45, 0.01], [-0.01, 0.00, -0.12], [0.05, 0.00, -0.05], [0.22, 1.03, -0.06], [-0.02, -0.15, -0.04], [-0.06, 0.06, 0.03], [0.06, -0.01, 0.01], [0.14, -0.10, -0.31], [-0.12, -0.01, 0.26], [0.03, 0.00, -0.03], [0.01, -0.06, 0.10], [-0.23, -0.19, -0.13], [0.05, 0.12, 0.02], [0.00, -0.03, 0.01], [0.01, 0.00, 0.01], [0.00, 0.02, -0.02], [0.01, -0.02, 0.01], [-0.02, 0.00, -0.01], [0.00, -0.01, 0.01], [-0.14, -0.04, 0.35], [-0.11, 0.16, 0.09], [-0.05, -0.05, -0.06], [-0.01, 0.02, -0.02], [-0.02, 0.01, 0.01], [0.00, 0.01, -0.01], [0.00, 0.00, -0.03], [-0.29, 0.04, -0.32], [0.07, -0.31, 0.25], [0.00, -0.02, 0.05], [-0.02, -0.02, 0.00], [-0.01, 0.01, -0.01], [0.00, 0.00, -0.01], [0.00, 0.00, 0.00], [0.00, 0.00, 0.00], [-0.01, 0.00, 0.00], [0.00, -0.02, -0.02], [0.00, -0.02, 0.02], [0.01, 0.04, -0.01], [0.01, -0.01, -0.04], [0.01, 0.01, 0.00], [0.00, -0.01, -0.02], [0.00, 0.01, 0.01], [0.00, -0.01, 0.00], [0.01, 0.01, 0.00], [0.00, 0.00, 0.00], [0.00, -0.10, -0.04], [0.31, 0.10, 0.02], [-0.11, -0.10, 0.09], [0.03, 0.10, -0.05], [0.01, -0.03, 0.01]]
}

{
  "formula": "C14H20ClI2O4PPtS2",
  "method": "ωB97M-V/def2-TZVPD",
  "e_tot_ev": -85965.0121,
  "lumo_ev": -0.77,
  "e_above_lowest_kj_mol": 0.0,
  "e_homo_ev": -8.0,
  "species": ["Pt", "I", "C", "I", "H", "H", "Cl", "C", "C", "C", "C", "O", "C", "C", "O", "C", "H", "H", "H", "H", "C", "C", "C", "O", "P", "S", "S", "O", "C", "C", "C", "H", "H", "H", "H", "H", "H", "H", "H", "H", "H", "H", "H", "H", "H"],
  "xyz": [[-0.536756, 1.157166, -1.005563], [1.833198, 1.420123, 0.083821], [2.059882, 3.402305, -0.680551], [0.499921, 4.720242, -0.139703], [2.086105, 3.311968, -1.758872], [2.992797, 3.783966, -0.282997], [-3.043054, -0.853735, -7.451998], [-2.765217, -0.281996, -5.834932], [-3.787169, -0.395970, -4.875259], [-3.598394, 0.048541, -3.597078], [-2.368143, 0.621028, -3.186812], [-2.291022, 1.079577, -1.975995], [-1.342445, 0.725343, -4.168917], [-0.080266, 1.331306, -3.915613], [0.418526, 1.656304, -2.824835], [-1.573817, 0.278432, -5.492051], [-4.730367, -0.842654, -5.161219], [-4.380363, -0.032751, -2.854812], [0.535623, 1.534910, -4.800256], [-0.789087, 0.379590, -6.231637], [1.082387, -3.366885, 2.430264], [1.015975, -2.802099, 1.024015], [2.374964, -2.329128, 0.547474], [0.085334, -1.693795, 0.834423], [-0.704771, -0.835226, 1.918167], [-1.894800, -1.727455, 3.152378], [-1.759050, 0.530233, 0.809849], [0.544074, -0.097890, 2.625055], [0.324365, 0.707877, 3.814634], [0.880407, -0.040530, 5.007862], [0.992295, 2.045856, 3.579890], [1.827495, -4.164943, 2.438292], [0.127622, -3.774189, 2.748375], [1.391047, -2.603561, 3.144553], [0.638075, -3.570260, 0.347126], [2.761507, -1.567662, 1.229111], [2.308934, -1.915205, -0.459324], [3.079430, -3.161632, 0.531736], [-0.752180, 0.848889, 3.937552], [1.951049, -0.213788, 4.876593], [0.372035, -0.996621, 5.120719], [0.733700, 0.541800, 5.918981], [2.057262, 1.908481, 3.379925], [0.886232, 2.674090, 4.465198], [0.536660, 2.559945, 2.732429]],
  "forces_ev_per_a": [[0.28, -0.03, -0.25], [-0.49, 0.11, -0.15], [0.13, -0.05, 0.02], [0.05, -0.07, 0.01], [-0.03, 0.01, 0.01], [0.01, 0.00, -0.02], [-0.01, 0.00, 0.01], [0.05, 0.01, -0.02], [-0.01, 0.00, 0.04], [-0.05, 0.00, 0.01], [0.07, 0.22, -0.02], [0.06, -0.29, 0.11], [0.01, 0.00, 0.10], [-0.02, -0.02, -0.11], [-0.03, -0.02, 0.15], [-0.03, -0.02, -0.04], [0.00, 0.00, 0.00], [0.00, 0.01, 0.00], [0.01, 0.01, 0.01], [0.01, 0.01, 0.01], [-0.04, 0.04, -0.02], [0.00, 0.02, -0.02], [-0.02, 0.05, -0.01], [0.05, -0.03, 0.07], [-0.11, -0.11, -0.01], [0.10, 0.05, -0.06], [0.05, 0.04, 0.14], [0.05, -0.09, 0.01], [0.00, 0.06, -0.01], [0.01, 0.01, -0.04], [-0.04, 0.03, 0.05], [-0.01, 0.01, -0.02], [-0.04, 0.00, 0.02], [0.01, 0.01, 0.02], [0.00, 0.01, 0.00], [0.01, 0.02, -0.01], [0.00, 0.02, 0.01], [0.00, -0.01, 0.00], [0.00, -0.02, 0.00], [0.00, -0.01, 0.00], [0.00, -0.02, 0.00], [0.00, 0.00, -0.01], [-0.01, 0.01, 0.02], [-0.01, 0.00, 0.01], [0.01, 0.00, 0.04]]
}

{
  "formula": "C14H20FeNO6",
  "method": "ωB97M-V/def2-TZVPD",
  "s2": 6.0414,
  "spin_multiplicity": 5,
  "e_tot_ev": -62990.1150,
  "lumo_ev": [-2.51, -5.49],
  "e_above_lowest_kj_mol": 179.8,
  "charge": 1,
  "e_homo_ev": [-9.5, -11.6],
  "species": ["C", "O", "C", "C", "C", "C", "C", "C", "Fe", "C", "O", "C", "O", "C", "O", "H", "H", "H", "H", "H", "H", "H", "H", "H", "O", "C", "C", "N", "C", "C", "O", "H", "H", "H", "H", "H", "H", "H", "H", "H", "H", "H"],
  "xyz": [[1.466785, -3.974356, 1.192565], [1.371242, -3.453538, -0.161006], [0.639600, -2.278256, -0.410395], [0.071620, -1.507688, 0.634571], [0.372725, -0.067278, 0.798261], [1.309141, 0.806560, -0.180141], [1.211882, -0.068813, -1.460546], [0.978877, -1.417167, -1.595197], [-1.398511, -3.151235, -0.903541], [-2.667453, -1.979266, -1.073523], [-3.424634, -1.100955, -1.197795], [-2.445548, -4.335292, -0.238932], [-3.170742, -5.153356, 0.167932], [-1.506825, -3.586247, -2.559517], [-1.834561, -3.712626, -3.674996], [0.724392, -4.768302, 1.354864], [2.469169, -4.402459, 1.278664], [1.342129, -3.210171, 1.970442], [-0.375442, -2.010992, 1.508005], [-0.617665, 0.407100, 0.672409], [0.729383, 0.138764, 1.816613], [2.358505, 0.995563, 0.165520], [1.445394, 0.471231, -2.380670], [1.044879, -1.997625, -2.534147], [-2.332224, 2.086543, 0.482993], [-2.001499, 2.248637, -0.921184], [-0.601632, 2.851324, -1.035399], [0.436136, 2.262398, -0.066530], [1.415875, 3.301926, 0.438668], [1.926942, 2.871413, 1.809489], [0.820571, 2.911999, 2.722896], [-3.284870, 1.925214, 0.540176], [-2.042610, 1.283518, -1.449300], [-2.701591, 2.955314, -1.404562], [-0.190012, 2.774746, -2.044509], [-0.722798, 3.914098, -0.751076], [-0.168212, 2.053059, 0.744478], [2.231142, 3.384654, -0.301758], [0.910991, 4.279222, 0.551667], [2.312902, 1.845615, 1.736842], [2.726399, 3.554286, 2.122400], [1.170145, 2.852440, 3.635271]],
  "forces_ev_per_a": [[-0.09, -0.10, 0.06], [-0.32, 1.53, -0.15], [0.78, -1.16, -1.82], [0.45, 0.59, 2.60], [0.73, 1.59, 0.89], [-3.09, -2.98, -0.33], [0.21, 1.16, -1.12], [-0.01, -1.15, 1.43], [2.43, 1.35, 0.90], [-2.04, 3.71, -0.16], [1.11, -1.78, 0.19], [-2.37, -4.25, 2.59], [1.36, 1.99, -1.09], [-1.34, -0.95, -5.65], [1.07, 0.09, 2.63], [0.12, 0.25, -0.24], [-0.22, 0.10, -0.13], [0.08, -0.09, -0.40], [-0.14, 0.53, -0.61], [0.15, -0.18, 0.43], [-0.44, 0.07, 0.16], [-1.28, 0.03, -0.62], [-0.01, -0.25, 0.03], [0.35, 0.99, 0.29], [0.34, 0.23, -1.11], [-0.04, -0.62, 0.27], [0.39, 0.20, -0.03], [0.66, -0.33, 0.58], [0.07, 0.17, 0.00], [-0.21, 0.12, 0.19], [0.70, -0.06, 0.06], [0.25, -0.03, 0.10], [-0.16, 0.18, 0.22], [0.37, -0.33, 0.12], [-0.27, 0.08, 0.07], [0.55, -0.53, -0.09], [0.34, 0.15, 0.01], [-0.35, 0.02, 0.38], [0.12, -0.57, -0.22], [0.19, 0.41, 0.41], [-0.10, -0.16, -0.12], [-0.37, 0.03, -0.71]]
}

{
  "formula": "C14H20N2O3",
  "method": "ωB97M-V/def2-TZVPD",
  "smiles": "O=C(CCCCCCC(=O)Nc1ccccc1)NO",
  "e_tot_ev": -23965.2051,
  "lumo_ev": 0.87,
  "e_above_lowest_kj_mol": 188.4,
  "e_homo_ev": -8.4,
  "species": ["O", "C", "C", "C", "C", "C", "C", "C", "C", "O", "N", "C", "C", "C", "C", "C", "C", "N", "O", "H", "H", "H", "H", "H", "H", "H", "H", "H", "H", "H", "H", "H", "H", "H", "H", "H", "H", "H", "H"],
  "xyz": [[0.138930, -1.088089, -0.670230], [-0.706410, -1.705878, -0.052799], [-2.058801, -2.104768, -0.628317], [-3.210517, -1.212909, -0.136791], [-3.385481, 0.075525, -0.945189], [-2.213436, 1.054006, -0.856064], [-2.106368, 1.729259, 0.510249], [-0.795547, 2.510802, 0.660223], [0.352540, 1.547860, 0.904346], [0.405375, 0.887003, 1.930083], [1.278279, 1.503215, -0.077011], [2.422885, 0.692621, -0.146741], [2.951506, 0.419485, -1.404568], [4.086039, -0.357571, -1.528115], [4.709867, -0.863862, -0.399750], [4.193855, -0.579180, 0.851895], [3.059072, 0.200217, 0.986420], [-0.565268, -2.075226, 1.229611], [0.576359, -1.818760, 1.977585], [-2.259070, -3.141597, -0.351520], [-1.988081, -2.047116, -1.715075], [-4.140838, -1.780704, -0.217697], [-3.067080, -0.974993, 0.918581], [-3.534516, -0.194838, -1.993263], [-4.294860, 0.577197, -0.603003], [-1.288298, 0.526567, -1.082809], [-2.348806, 1.826541, -1.618227], [-2.141158, 0.984767, 1.306882], [-2.952970, 2.405866, 0.648155], [-0.618809, 3.134042, -0.217331], [-0.865360, 3.154170, 1.540044], [1.036544, 1.946873, -0.952289], [2.459314, 0.805336, -2.285943], [4.483173, -0.571733, -2.509525], [5.593915, -1.476017, -0.497648], [4.676382, -0.965512, 1.737093], [2.673397, 0.425056, 1.966598], [-1.256909, -2.610758, 1.732093], [0.701152, -0.836894, 1.990063]],
  "forces_ev_per_a": [[0.28, 0.09, -0.16], [-0.25, -0.26, -0.17], [0.00, 0.11, 0.12], [-0.11, 0.05, -0.22], [0.16, 0.01, 0.08], [-0.25, 0.02, 0.11], [0.13, 0.01, -0.21], [-0.20, -0.23, 0.22], [-0.13, 0.47, -0.37], [-0.04, -0.14, 0.32], [0.06, 0.21, -0.33], [0.34, -0.23, 0.06], [-0.08, 0.03, 0.12], [0.03, 0.03, -0.02], [0.10, -0.09, 0.00], [0.03, -0.01, -0.09], [-0.07, 0.09, 0.08], [0.31, 0.07, 0.81], [-0.06, -0.10, -0.29], [-0.01, -0.04, -0.05], [0.09, -0.07, 0.03], [0.02, 0.01, 0.09], [-0.07, -0.06, 0.06], [-0.09, -0.02, -0.02], [-0.06, 0.01, -0.07], [0.05, 0.05, -0.10], [0.06, 0.03, -0.03], [-0.05, 0.03, 0.08], [-0.01, -0.03, 0.06], [0.02, 0.05, 0.00], [0.13, 0.01, -0.06], [-0.06, 0.03, 0.25], [-0.08, 0.02, -0.10], [0.02, -0.01, -0.07], [0.07, -0.05, -0.01], [0.04, -0.03, 0.08], [-0.02, 0.02, 0.03], [0.11, 0.14, -0.10], [-0.39, -0.26, -0.14]]
}